Arrangement i

Formula: C3H5N2O
Source: the Open Molecules 2025 dataset
Level of theory: wB97M-V/def2-TZVPD

Values from the calculation:
E_HOMO (spin up / spin down): -1.620 / -1.619 eV
SMILES: C[C@@H](C#N)N[O-]
frontier orbital gap (spin up / spin down): 5.80 / 5.80 eV
net charge: -1
E_LUMO (spin up / spin down): 0.1538 / 0.1538 hartree

Positions of all 11 atoms, in Å:
O (-1.03711, -2.28981, -1.59194)
C (-1.78674, 0.57408, -0.32080)
C (0.39782, 0.50847, 0.52864)
H (1.44048, 0.10754, 0.26479)
H (-0.99306, -1.20876, 0.43755)
H (0.36447, 1.56212, 0.09949)
N (-2.42455, 1.43455, -0.72159)
H (-0.91885, -0.47171, -2.21302)
N (-0.49504, -1.06834, -1.49003)
H (0.60858, 0.61375, 1.59552)
C (-0.76685, -0.30177, 0.02329)



Arrangement ii

Formula: C3H5N2O
Source: the Open Molecules 2025 dataset
Level of theory: wB97M-V/def2-TZVPD

Values from the calculation:
E_HOMO: -1.790 eV
frontier orbital gap: 6.09 eV
net charge: -1
E_LUMO: 0.1580 hartree

Positions of all 11 atoms, in Å:
N (-2.35825, -0.72210, -0.56084)
H (-0.17814, 0.81082, 1.29898)
N (0.81740, -0.35745, -0.10558)
O (1.27724, -1.55002, -0.12618)
H (-0.53002, -0.95302, 1.32579)
H (2.12882, 0.36614, -1.51010)
H (0.86083, 1.56745, -0.83856)
H (-2.20286, -1.67805, -0.18150)
C (-0.32842, -0.08302, 0.68471)
C (-1.56980, 0.22197, -0.30755)
C (1.32378, 0.59989, -0.83835)



arrangement i is favored, and the nearest alternative lies 18.6 kcal/mol above it.



Arrangement i

Formula: C33H40F3I2N3PmSSbSi
Source: the Open Molecules 2025 dataset
Level of theory: wB97M-V/def2-TZVPD

Values from the calculation:
multiplicity: 5
E_HOMO (spin up / spin down): -12.865 / -12.877 eV
frontier orbital gap (spin up / spin down): 5.96 / 5.99 eV
net charge: +2
E_LUMO (spin up / spin down): -0.2538 / -0.2532 hartree

Positions of all 85 atoms, in Å:
H (8.74286, 16.11087, 9.77714)
C (8.01150, 7.49458, 12.11532)
C (7.82331, 14.08941, 14.61522)
C (13.32464, 15.58911, 16.02833)
H (11.75706, 18.61392, 10.27346)
C (9.37259, 7.80394, 12.00742)
H (14.10907, 15.96375, 16.69116)
H (10.19369, 19.19706, 16.10541)
H (6.00737, 8.08818, 12.80405)
C (10.95919, 19.59643, 7.62934)
N (11.65822, 14.82994, 13.96359)
H (9.59256, 15.81822, 7.81532)
H (10.89424, 9.18553, 12.74180)
H (8.39296, 14.24021, 15.54309)
C (7.08066, 8.34202, 12.76888)
H (13.28482, 19.18336, 15.93744)
C (7.54147, 9.52548, 13.34910)
H (11.06497, 15.98711, 18.95360)
H (8.16374, 15.99381, 6.82888)
H (10.70311, 9.95754, 19.18290)
F (5.02474, 15.46465, 12.65371)
Pm (9.86842, 14.66625, 12.21360)
C (6.71068, 13.90646, 12.02805)
C (11.86700, 16.72688, 18.86678)
C (7.52904, 10.65235, 18.04660)
C (13.52094, 14.33515, 15.41142)
C (10.21189, 10.61855, 17.17659)
H (11.69931, 17.42365, 19.68466)
C (9.90883, 10.28452, 18.52100)
H (13.10761, 19.66842, 17.65430)
C (9.81454, 8.98815, 12.66675)
C (9.93872, 17.56182, 10.13770)
H (10.61334, 19.05166, 11.53120)
Si (11.80742, 17.58079, 17.17004)
H (11.24647, 10.52413, 16.84004)
C (8.91769, 9.81220, 13.27552)
H (12.81912, 13.03744, 13.86997)
H (6.82494, 10.26264, 13.73754)
H (9.63038, 16.88350, 6.47216)
I (9.52202, 12.25002, 9.75839)
Sb (9.75140, 11.58562, 14.32498)
C (8.45588, 17.64090, 8.21588)
C (9.90815, 19.59115, 8.74363)
N (9.38502, 18.29318, 9.16448)
F (7.55125, 6.33615, 11.53906)
H (10.63805, 19.29097, 6.62395)
H (6.47247, 10.70832, 18.37251)
C (11.36258, 15.96800, 14.62470)
H (9.28520, 17.89575, 16.80190)
S (9.98530, 16.81852, 14.07622)
I (12.77035, 14.35165, 10.49431)
H (8.04623, 18.45286, 7.56473)
H (11.96969, 12.59628, 8.49907)
C (8.99254, 16.54764, 7.29572)
H (10.06785, 19.05438, 17.86160)
H (7.91871, 12.06386, 11.84435)
H (6.31965, 15.66167, 14.97590)
H (9.05823, 20.17706, 8.41927)
C (8.29720, 13.13559, 13.69024)
H (7.60946, 17.27205, 8.79180)
C (11.38573, 13.33797, 9.04665)
C (11.01865, 18.20916, 10.96886)
C (7.87576, 11.09575, 16.76358)
H (6.37956, 13.90149, 10.97892)
H (10.29668, 20.11703, 9.62640)
C (6.71600, 14.90742, 14.27030)
C (9.19836, 11.03867, 16.35122)
C (12.16551, 16.33402, 15.80985)
H (11.32607, 20.62352, 7.50566)
C (13.25058, 18.79774, 16.99753)
C (8.58621, 10.34220, 18.95003)
H (14.24969, 18.38842, 17.18114)
C (7.69156, 12.95595, 12.44362)
H (11.46415, 17.52637, 11.69360)
H (10.06858, 7.13727, 11.45910)
C (6.19022, 14.80297, 12.98131)
F (8.32453, 10.06304, 20.27288)
C (10.18784, 18.48336, 16.94573)
H (7.12267, 11.49270, 16.02590)
C (12.62746, 13.97102, 14.41444)
H (12.85814, 16.22046, 18.99064)
H (11.87985, 19.01855, 7.90047)
N (9.50468, 16.33334, 10.42371)
H (14.33901, 13.65375, 15.69944)
H (11.07315, 14.10739, 8.34920)



Arrangement ii

Formula: C33H40F3I2N3PmSSbSi
Source: the Open Molecules 2025 dataset
Level of theory: wB97M-V/def2-TZVPD

Values from the calculation:
multiplicity: 5
E_HOMO (spin up / spin down): -13.165 / -13.179 eV
frontier orbital gap (spin up / spin down): 6.77 / 6.82 eV
net charge: +2
E_LUMO (spin up / spin down): -0.2350 / -0.2338 hartree

Positions of all 85 atoms, in Å:
H (-2.92976, -5.50021, 4.67981)
F (8.01809, 1.23187, -3.40244)
H (-1.25453, -2.88253, 7.27777)
C (-2.29368, -2.77286, 6.90314)
S (-1.65589, -2.87187, 1.69897)
H (1.22540, 5.27292, -4.44557)
H (-3.17628, 0.84061, -3.37141)
C (5.25203, 1.73294, -1.06640)
H (-1.57642, -5.00992, 3.64632)
H (2.75015, -2.03132, -1.85461)
C (1.18962, -0.66482, 3.16334)
H (0.47970, 6.05362, -0.29510)
Si (-2.39003, -3.09058, 5.07272)
C (4.18986, 1.33880, -1.86633)
C (1.10592, 4.04384, -0.77219)
C (-1.87180, 0.85395, -0.05318)
C (1.06235, -2.76956, -2.98189)
Pm (0.28836, -1.93565, -0.01537)
C (0.72821, 5.31818, -1.05477)
C (-1.03351, -1.99111, 4.27646)
N (-3.10413, 1.03037, -0.57886)
C (-3.93086, 2.21943, -0.42369)
H (5.88503, 0.48906, -4.66116)
C (0.96085, -0.61115, 4.53761)
C (-3.80190, 3.35602, -1.43191)
H (-2.40250, 1.63787, 1.89623)
C (3.57953, -4.38757, 0.44125)
I (3.95115, -2.24031, 0.50506)
C (1.21535, 4.96094, -3.40124)
C (0.02806, -1.05205, -4.33307)
H (-4.76808, 3.87288, -1.47585)
H (-0.67034, 1.23985, 1.66338)
C (1.42536, -0.41015, -2.46410)
H (-4.38834, -0.43644, -3.40343)
H (2.03191, -0.13600, 2.70771)
C (-3.69590, -0.02366, -1.44203)
H (-4.38791, -1.71264, 4.49761)
H (1.15034, 3.71372, 0.28883)
H (-3.02981, 4.07587, -1.08955)
H (0.31707, 0.93758, -3.62551)
C (0.27638, -2.37514, -4.07174)
N (0.42294, -1.43035, 2.38131)
C (-1.56701, 1.64139, 1.19698)
H (-3.01682, -0.89532, -1.40700)
H (-4.19306, -3.02814, 3.26478)
H (1.67999, -0.06096, 5.16990)
C (1.62079, 3.19449, -1.77652)
H (-1.31300, 2.68239, 0.95526)
H (-2.91223, -3.46677, 7.49145)
C (0.55635, -0.08947, -3.49850)
H (-1.11277, 0.07618, -1.57510)
Sb (2.16509, 1.19355, -1.05857)
H (-4.59828, -0.38226, -0.92413)
H (-0.61148, -0.80932, -5.17542)
H (-4.93280, 1.78394, -0.43021)
C (5.69931, 0.83234, -3.66512)
C (0.77339, 5.78339, -2.39010)
C (6.74328, 1.29297, -2.88264)
F (0.41511, 7.06565, -2.67232)
H (4.04169, -4.71534, 1.36118)
H (-3.58123, 2.98154, -2.44991)
H (4.04868, -4.79567, -0.45086)
C (-2.03062, -4.91363, 4.67599)
H (5.09868, 2.19232, -0.06473)
H (-0.45240, -1.05747, 6.12517)
H (-4.78190, -3.38685, 4.90602)
H (7.38596, 2.04026, -0.90810)
H (-4.89291, 1.11134, -2.82697)
H (1.90634, 3.02292, -3.94807)
C (-0.70919, -1.99820, 2.84898)
H (-3.78170, 2.60845, 0.57296)
H (1.23377, -3.79825, -2.76872)
C (1.78308, -1.76554, -2.31778)
N (-0.97151, 0.01815, -0.56117)
C (-4.02479, 0.43519, -2.83987)
C (4.41437, 0.89760, -3.16837)
H (-2.62311, -1.75787, 7.14253)
I (1.46345, -5.18862, 0.63447)
C (1.56680, 3.62926, -3.11500)
C (6.54857, 1.70236, -1.56436)
H (-1.36394, -5.39513, 5.42698)
C (-0.19482, -1.21121, 5.09022)
F (-0.15392, -3.30404, -4.97631)
H (3.58283, 0.68909, -3.82432)
C (-4.08004, -2.73911, 4.32120)



arrangement i is favored, and the nearest alternative lies 7.7 kcal/mol above it.



Arrangement i

Formula: C2H4O3
Source: the Open Molecules 2025 dataset
Level of theory: wB97M-V/def2-TZVPD

Values from the calculation:
E_HOMO: -10.655 eV
SMILES: O=CO.C=O
frontier orbital gap: 11.13 eV
E_LUMO: 0.0174 hartree

Positions of all 9 atoms, in Å:
O (0.41129, -1.71047, -0.14804)
H (-0.20256, -2.80745, -1.86718)
C (-0.51048, 1.87115, 1.32327)
H (-0.20741, 2.40440, 2.20914)
H (0.13516, 0.40419, 0.18715)
O (-1.40760, 2.30983, 0.55407)
O (0.35842, 0.79272, 1.03196)
C (0.41542, -1.94978, -1.31156)
H (1.00777, -1.31460, -1.97882)



Arrangement ii

Formula: C2H4O3
Source: the Open Molecules 2025 dataset
Level of theory: wB97M-V/def2-TZVPD

Values from the calculation:
E_HOMO: -10.565 eV
SMILES: OO[C@H]1CO1
frontier orbital gap: 11.51 eV
E_LUMO: 0.0346 hartree

Positions of all 9 atoms, in Å:
H (1.23545, 0.96281, 1.13549)
C (0.48967, 1.01024, 0.37409)
C (-0.32399, -0.13593, -0.17511)
H (-1.38224, 0.24072, -0.52174)
O (0.81655, 0.28805, -0.77830)
H (0.03651, 1.94642, 0.18916)
O (-0.73081, -2.31230, -0.49808)
O (-0.45567, -1.33188, 0.45616)
H (0.23455, -2.52885, -0.71308)



arrangement i is favored, and the nearest alternative lies 79.9 kcal/mol above it.